Entry 1:
Here is a gas-phase ion, C4H9NO2 (charge +1) from the Open Molecules 2025 dataset. Energies are from the ωB97M-V functional and the def2-TZVPD basis.

Geometry as XYZ:
```
16
C4H9NO2 (the ωB97M-V functional and the def2-TZVPD basis)
O 1.976 -0.558 0.773
C 1.576 -0.584 -0.338
C 0.045 -0.487 -0.710
C -0.474 0.918 -0.342
C -1.980 1.143 -0.648
O -0.248 1.051 1.039
N -0.400 -1.619 0.112
H 2.271 -0.860 -1.156
H -0.053 -0.758 -1.770
H 0.073 1.719 -0.858
H -2.552 0.225 -0.524
H -2.341 1.873 0.061
H -2.029 1.377 -1.708
H 0.244 1.841 1.283
H 0.073 -1.572 1.012
H -1.411 -1.533 0.232
```

Summary:
* energy above the lowest of the compared OMol25 structures with the same formula, charge and spin: 57.2 kcal/mol
* E_LUMO (alpha / beta): -4.64 / -9.09 eV
* charge: +1
* multiplicity: 2
* electronic energy: -9868.720 eV
* gap between HOMO and LUMO (alpha / beta): 0.4033 / 0.2231 Eh

Here are the Löwdin charges for atoms 1 to 4, given in e: number 1, O, carries 0.233; number 2, C, carries -0.101; number 3, C, carries -0.206; number 4, C, carries -0.342

---

Entry 2:
Here is 3 unconnected molecules or ions with the total composition C15H15Cl4F5INO3 from the Open Molecules 2025 dataset. Energies are from the ωB97M-V functional and the def2-TZVPD basis.

Geometry as XYZ:
```
44
C15H15Cl4F5INO3 (the ωB97M-V functional and the def2-TZVPD basis)
C 2.545 -0.410 3.754
C 1.670 -0.863 2.580
O 1.788 -1.977 2.229
N 0.778 0.068 1.908
C 1.008 0.128 0.433
C -0.595 -0.159 2.213
C -1.299 0.834 2.736
C -0.697 2.210 3.033
F -1.509 2.933 3.815
F 0.468 2.146 3.667
C -0.584 3.031 1.674
F -1.020 4.257 1.858
F -1.272 2.473 0.710
F 0.684 3.156 1.319
C -2.769 0.566 2.996
O -3.554 1.435 3.113
C -3.292 -0.857 3.071
I -5.151 -1.296 3.998
C -2.596 -1.846 2.543
C -1.275 -1.498 1.905
O -0.813 -2.269 1.145
H 3.597 -0.499 3.445
H 2.433 -1.104 4.595
H 2.353 0.625 4.059
H 1.416 -0.789 -0.003
H 0.032 0.290 -0.028
H 1.603 1.028 0.230
H -2.990 -2.858 2.578
Cl 0.119 -0.121 -2.465
C 0.345 1.494 -3.183
C -0.846 2.391 -2.956
Cl -2.276 1.853 -3.873
H 0.553 1.363 -4.243
H 1.229 1.927 -2.713
H -0.615 3.401 -3.293
H -1.119 2.435 -1.904
Cl 3.063 -2.053 -4.080
C 1.704 -3.153 -4.426
C 1.161 -2.967 -5.823
Cl 0.331 -1.402 -6.024
H 0.937 -2.987 -3.673
H 2.083 -4.168 -4.312
H 0.426 -3.742 -6.038
H 1.950 -3.026 -6.569
```

Summary:
* structure (SMILES): CC(=O)N(C)C1=C(C(F)(F)C(F)(F)F)C(=O)C(I)=CC1=O.ClCCCl.ClCCCl
* E_LUMO: -1.44 eV
* charge: 0
* multiplicity: 1
* electronic energy: -95207.002 eV
* gap between HOMO and LUMO: 0.3011 Eh

Here are the Löwdin charges for atoms 1 to 4, given in e: number 1, C, carries 0.020; number 2, C, carries -0.444; number 3, O, carries 0.148; number 4, N, carries -0.047

---

Entry 3:
Here is a molecular structure, C26H38BrNNiOP2 from the Open Molecules 2025 dataset. Energies are from the ωB97M-V functional and the def2-TZVPD basis.

Geometry as XYZ:
```
70
C26H38BrNNiOP2 (the ωB97M-V functional and the def2-TZVPD basis)
C 2.877 5.100 -0.106
C 1.806 4.337 -0.593
C 1.786 4.021 -1.967
C 2.916 4.319 -2.738
N 3.965 4.951 -2.218
C 3.961 5.352 -0.949
C 0.750 3.888 0.274
C -0.227 3.675 0.974
C -1.293 2.981 1.622
C -0.989 1.819 2.328
C -2.004 0.831 2.432
C -3.207 0.988 1.694
C -3.605 2.285 1.359
C -2.644 3.313 1.370
Ni -0.995 -0.724 1.232
P 1.248 -0.503 0.934
H 0.878 3.659 -2.438
H 2.813 5.554 0.878
H 2.944 4.059 -3.807
H 4.819 5.913 -0.574
H -2.904 4.329 1.062
H 0.000 1.638 2.753
H -4.638 2.479 1.098
H -1.855 -0.081 3.028
C 2.032 -2.165 1.180
C 3.304 -2.515 0.438
H 1.250 -2.897 0.955
H 2.192 -2.246 2.263
H 3.544 -3.557 0.671
H 3.191 -2.431 -0.646
H 4.162 -1.918 0.756
C 1.536 -0.011 -0.820
C 2.940 0.433 -1.230
H 0.814 0.805 -0.984
H 1.199 -0.852 -1.442
H 2.972 0.460 -2.329
H 3.154 1.446 -0.857
H 3.729 -0.259 -0.893
C 2.334 0.669 1.898
C 3.821 0.337 2.018
H 1.883 0.724 2.902
H 2.187 1.663 1.442
H 4.259 1.048 2.729
H 3.985 -0.677 2.404
H 4.354 0.459 1.065
Br -4.545 -0.448 1.709
P -1.989 -1.918 -0.237
C -0.848 -2.744 -1.403
C -1.400 -4.004 -2.054
H 0.070 -2.949 -0.835
H -0.580 -2.000 -2.168
H -0.640 -4.470 -2.695
H -1.703 -4.744 -1.310
H -2.270 -3.775 -2.677
C -3.015 -3.225 0.559
C -4.390 -3.501 -0.051
H -3.136 -2.883 1.598
H -2.421 -4.152 0.623
H -4.989 -4.099 0.656
H -4.937 -2.567 -0.237
H -4.288 -4.059 -0.993
C -2.890 -0.691 -1.250
C -3.383 -1.142 -2.615
H -2.175 0.139 -1.361
H -3.709 -0.316 -0.623
H -4.011 -0.361 -3.060
H -2.574 -1.341 -3.327
H -3.976 -2.053 -2.519
O -0.620 -3.228 2.774
C -0.829 -2.167 2.325
```

Summary:
* E_LUMO (alpha / beta): -6.52 / -8.66 eV
* charge: +2
* multiplicity: 3
* electronic energy: -160761.764 eV
* gap between HOMO and LUMO (alpha / beta): 0.2764 / 0.1978 Eh

Here are the Löwdin charges for atoms 1 to 4, given in e: number 1, C, carries -0.005; number 2, C, carries -0.243; number 3, C, carries -0.025; number 4, C, carries -0.123

---

Number 2 is which compound? C15H15Cl4F5INO3

---

Please write out number 1 again, unchanged.
Here is a gas-phase ion, C4H9NO2 (charge +1) from the Open Molecules 2025 dataset. Energies are from the ωB97M-V functional and the def2-TZVPD basis.

Geometry as XYZ:
```
16
C4H9NO2 (the ωB97M-V functional and the def2-TZVPD basis)
O 1.976 -0.558 0.773
C 1.576 -0.584 -0.338
C 0.045 -0.487 -0.710
C -0.474 0.918 -0.342
C -1.980 1.143 -0.648
O -0.248 1.051 1.039
N -0.400 -1.619 0.112
H 2.271 -0.860 -1.156
H -0.053 -0.758 -1.770
H 0.073 1.719 -0.858
H -2.552 0.225 -0.524
H -2.341 1.873 0.061
H -2.029 1.377 -1.708
H 0.244 1.841 1.283
H 0.073 -1.572 1.012
H -1.411 -1.533 0.232
```

Summary:
* energy above the lowest of the compared OMol25 structures with the same formula, charge and spin: 57.2 kcal/mol
* E_LUMO (alpha / beta): -4.64 / -9.09 eV
* charge: +1
* multiplicity: 2
* electronic energy: -9868.720 eV
* gap between HOMO and LUMO (alpha / beta): 0.4033 / 0.2231 Eh

Here are the Löwdin charges for atoms 1 to 4, given in e: number 1, O, carries 0.233; number 2, C, carries -0.101; number 3, C, carries -0.206; number 4, C, carries -0.342

---

Look up the charge of the third one. +2

---

Which formula does entry 1 have? C4H9NO2